Molecular formula: C4H14N3
Method: DFT, wB97M-V/def2-TZVPD

Output
- LUMO energy (eV) = -3.06
- energy (hartree) = -324.80022
- largest force on an atom (eV/Å) = 1.484
- ΔE to the lowest compared entry with this formula, charge and spin (eV) = 1.759
- charge = +1
- orbital gap (eV) = 9.5849

Atoms and positions in Å:
N -1.30228 1.29062 0.78662
H 0.74229 -1.44340 0.51850
C 0.44844 -1.18141 -1.61905
H -1.64502 -1.87207 1.00628
N -1.34416 -1.38068 0.16592
H -2.01282 -1.54646 -0.59022
H 0.28050 2.27373 2.80801
H 2.42941 -1.06993 -1.09418
C 0.68696 2.25755 1.80105
N 1.70309 -0.45734 -1.44448
H -1.86164 1.74166 0.06938
H 0.48032 -1.97813 -2.36739
H 2.05917 -0.11863 -2.33185
C 0.03672 -1.75028 -0.25041
H -1.45869 -0.27245 0.29593
H -1.76412 1.55449 1.65201
H 0.08322 -2.83780 -0.32058
C 0.07504 1.67367 0.77450
H -0.31146 -0.47264 -1.97682
H 0.63075 1.34175 -0.09603
H 1.62577 2.77810 1.66557

Forces on the atoms, in the same order (eV/Å):
-0.694 -0.756 0.049
-0.192 0.241 0.067
-0.142 0.433 0.240
-0.035 0.084 -0.066
-0.467 1.148 -0.816
0.083 -0.607 0.158
-0.408 0.489 -0.220
0.005 -0.102 0.096
-0.103 -0.064 -0.090
0.080 0.071 -0.259
0.404 0.282 -0.225
0.041 -0.090 0.089
-0.139 0.082 -0.017
0.280 -0.841 -0.476
0.631 -0.596 0.927
0.187 -0.089 0.154
-0.125 0.010 0.253
0.294 0.391 0.363
0.106 -0.003 0.083
-0.150 0.611 -0.351
0.344 -0.694 0.041

***

Molecular formula: C18H31Cl2CoN4O4
Method: DFT, wB97M-V/def2-TZVPD

Output
- LUMO energy (alpha / beta) (eV) = 0.43 / -1.18
- energy (hartree) = -3527.66604
- largest force on an atom (eV/Å) = 3.254
- ΔE to the lowest compared entry with this formula, charge and spin (eV) = 0.000
- orbital gap (alpha / beta) (eV) = 8.3609 / 6.7076
- multiplicity = 5

Atoms and positions in Å:
C 0.20101 0.95320 -2.59766
H 1.84455 -4.85823 -0.28063
H 0.81750 5.67498 0.44484
C 0.43575 -0.35438 -3.26209
C -1.99842 1.40217 -3.75613
O 0.79159 -1.67325 -0.01600
H -5.62694 -2.48559 2.48829
C 1.40617 1.51753 -1.65506
H -2.17778 -3.70329 3.44437
C -4.95808 -1.81247 3.04690
C 1.44555 3.04388 -1.62312
H 2.13940 -4.39144 -1.96502
C -2.63058 -1.54814 2.29308
O 0.77752 0.01369 2.05110
C 2.04149 -1.81508 -0.04693
C 1.09309 5.14645 -0.47142
H 1.39477 6.93548 -1.65420
H -3.51709 -3.50460 4.62763
H 4.51800 -2.13327 -0.37103
N 2.59747 -2.91290 -0.56767
H -0.73141 0.77445 4.74855
N 1.32266 -0.51817 4.18980
Cl -1.83212 -0.94487 -0.92407
N -0.56351 0.73698 3.75933
H 2.07302 3.15148 -3.66172
H -5.03501 -0.79951 2.63337
H 1.20937 -0.35275 5.17289
Cl -1.49026 1.63304 0.96855
H 0.85375 3.19668 0.44380
C 0.51007 0.08502 3.27297
C 1.80502 3.73841 -2.77935
O 1.39553 1.05050 -0.40302
H 0.12791 -0.33753 -4.31205
C -0.85063 1.75082 -2.86982
H 2.30838 1.17471 -2.19649
C 1.41815 5.84298 -1.64140
H -3.82473 -4.33495 3.09403
C 1.78639 5.13551 -2.79764
H 2.74386 -1.05075 0.33620
H -0.88148 2.76921 -2.46849
H 1.49702 -0.60793 -3.23495
C 1.77160 -4.03119 -0.99928
H -1.88086 0.42591 -4.25542
H -1.15503 1.23889 3.09522
C -3.24567 -3.52492 3.56268
H 0.73365 -3.70242 -1.07933
H 2.05836 5.66644 -3.71423
H -5.28242 -1.80848 4.09324
O -1.44124 -1.87983 2.23215
H -3.02528 -0.63773 1.79975
H -2.16966 2.15841 -4.53772
H 4.33197 -3.36059 -1.66555
N -3.57811 -2.25040 2.95528
H 4.38362 -3.87220 0.03628
H -0.13653 -1.14685 -2.76658
Co -0.24538 -0.01150 0.19974
H -2.91964 1.36004 -3.15655
C 1.11722 3.74673 -0.45978
H 2.20466 -0.87585 3.84558
C 4.04177 -3.08252 -0.64516

Forces on the atoms, in the same order (eV/Å):
0.493 2.176 0.491
-0.044 0.182 -0.078
0.092 -0.066 -0.363
-0.012 -0.617 -0.014
-0.357 -0.391 -0.253
2.310 -0.969 -0.238
0.163 0.185 0.094
-0.998 0.686 -2.350
-0.143 0.004 0.016
0.121 0.026 -0.276
-0.070 0.161 -0.122
-0.125 0.088 0.073
0.857 -0.243 -0.063
0.213 -0.164 1.290
-1.307 0.021 -0.214
0.137 -0.169 -0.285
0.013 -0.349 -0.005
0.160 -0.034 -0.153
-0.013 -0.301 -0.109
0.099 0.072 0.227
-0.069 0.044 -0.108
0.240 -0.077 -0.424
-0.925 -0.492 -0.364
0.150 0.002 -0.035
-0.064 0.314 0.128
-0.079 -0.263 0.116
0.100 0.021 -0.036
-0.859 0.987 0.111
0.073 0.117 -0.313
-0.153 0.071 -0.813
-0.122 0.297 0.224
-1.392 -2.239 1.907
0.037 0.028 0.108
0.828 -0.140 0.109
0.058 -0.003 0.051
0.042 -0.188 -0.009
0.196 0.160 0.029
-0.014 -0.154 0.171
-0.427 -0.145 -0.255
0.056 -0.422 0.148
0.020 -0.088 0.021
-0.003 -0.088 -0.075
-0.060 0.370 0.271
0.208 -0.207 0.114
-0.307 -0.010 0.150
0.206 -0.069 0.001
-0.105 -0.110 0.348
0.047 0.090 -0.105
-1.230 0.468 -0.061
0.201 -0.196 0.150
0.151 -0.086 0.247
-0.068 0.141 0.183
0.038 -0.150 0.035
-0.071 0.145 -0.096
0.224 -0.023 -0.150
1.813 1.218 0.539
0.165 -0.052 -0.118
-0.044 0.138 -0.240
-0.372 0.114 0.186
-0.079 0.180 0.189